Entry 1:
C4H8O19S4Y as an isolated structure. Source: OMol25; level of theory: the ωB97M-V functional and the def2-TZVPD basis.

Geometry as XYZ:
```
36
C4H8O19S4Y (the ωB97M-V functional and the def2-TZVPD basis)
S 2.6351 -3.0345 -1.5001
O 2.2745 -0.2020 3.4861
C -3.3888 1.5193 2.0935
H -3.8829 -0.2364 -1.8667
O 3.2602 0.1397 1.3658
O 3.4288 -1.9519 -1.0495
H -4.1349 -1.7859 -1.0042
O 1.9186 2.6863 -2.6849
O 2.8069 -3.1696 -2.9517
O -0.3606 2.9402 1.5894
O 1.9583 -1.6511 1.6814
H -2.6809 -0.3170 2.6075
O -2.0841 -1.3804 -1.3639
H -3.6562 1.4675 3.1489
O -0.4295 -0.9131 0.3321
S 0.3262 2.6793 0.3249
H -2.9695 2.5144 1.9451
O 3.0240 0.7601 -3.8142
O 4.0000 -1.6808 2.7925
S 2.3530 1.2868 -2.6237
O 1.1136 1.4305 0.4454
C -1.5837 -0.7587 -0.1005
H -3.5311 -1.7951 -2.6898
H -4.3717 1.4777 1.6241
O 1.3709 -2.4003 -1.1957
C -3.5279 -1.2593 -1.7406
S 2.9096 -0.8330 2.3756
O 3.1296 1.0967 -1.3857
C -2.4781 0.4036 1.8152
O 1.2297 0.4428 -2.2533
O -2.5888 -0.0391 0.4928
O -0.4845 2.5792 -0.8758
Y 1.8937 -0.3993 -0.3146
O 2.8768 -4.2364 -0.7547
H -1.4987 0.8186 2.0537
O 1.1426 3.8013 -0.0043
```

As for the spin multiplicity: 1. Its total charge is -5. The calculation puts the relative energy (zero: lowest compared OMol25 entry of this formula, charge and spin) at 348.2 kJ/mol. As for the HOMO-LUMO gap: 2.6195 eV.

---

Entry 2:
C6H4N5O5Sr as an isolated structure. Source: OMol25; level of theory: the ωB97M-V functional and the def2-TZVPD basis.

Geometry as XYZ:
```
21
C6H4N5O5Sr (the ωB97M-V functional and the def2-TZVPD basis)
N -0.1377 1.1238 0.6240
Sr 0.0863 -0.9671 -0.6267
H 1.0639 2.5151 -0.3934
C -1.8795 -4.7023 -0.4708
N -1.0446 2.5371 1.9039
O 0.8347 -4.0240 1.1978
H -1.6907 4.0643 2.9943
C 0.9716 -3.1501 0.4843
C 2.8833 0.0340 -0.2437
O 3.8049 0.5751 0.1793
C 0.3331 2.3448 0.3846
C 0.3092 0.7083 -2.8594
C 1.7588 -2.1469 -2.5544
O 2.1783 -2.8198 -3.3909
N -0.1866 3.2902 1.1724
N -1.8154 3.0684 2.8994
O -0.0393 1.4854 -3.6241
O -2.7264 -5.4584 -0.6176
N -1.0645 1.2526 1.6275
H -2.4114 2.3899 3.3470
H -1.2279 -2.1204 -2.0335
```

As for the spin multiplicity: 1. Its total charge is +1. The calculation puts the relative energy (zero: lowest compared OMol25 entry of this formula, charge and spin) at 0.0 kJ/mol. As for the HOMO-LUMO gap: 6.6960 eV.

---

Entry 3:
A 2-piece molecular cluster, C6H21NO7P3S overall. Source: OMol25; level of theory: the ωB97M-V functional and the def2-TZVPD basis.

Geometry as XYZ:
```
39
C6H21NO7P3S (the ωB97M-V functional and the def2-TZVPD basis)
H 0.0464 -0.7810 -2.1349
S -2.2830 -3.4166 2.4191
O 2.4555 2.9491 -0.7927
C 2.1866 -0.3221 -2.2363
H 2.9491 -0.3657 -3.0177
H -4.6778 -5.1935 1.9229
H 2.0732 6.0058 -1.0812
H 0.5916 3.1161 1.9016
O -5.1746 -2.7865 1.8166
H -0.9729 1.3603 0.7937
H -0.2149 -4.7263 3.6856
O 1.8763 1.0453 -1.9819
N 0.3163 -4.9593 2.7959
O 0.2018 2.3564 -0.6077
H 2.7938 4.2484 -2.3183
H 1.5009 4.9376 0.1972
H 0.4324 5.3728 -1.1590
H -2.3806 -3.9404 3.7419
C 1.4622 5.1206 -0.8823
C 0.9418 -1.0726 -2.6952
P 1.6103 1.4928 -0.3956
P -0.5648 -4.3661 1.5432
P -4.1157 -3.9350 1.4204
H -4.0194 -4.0192 -0.0160
H 1.1885 3.5356 -2.3562
C 1.9578 3.9313 -1.6867
H -1.3155 -6.4245 0.9420
H -1.7244 2.7011 -0.0551
O 0.8539 0.1894 -0.0403
H 2.6223 -0.7919 -1.3443
H 0.7352 -0.8463 -3.7466
O 0.4800 -3.2559 0.6862
O -1.0073 -5.6253 0.4260
H 1.0783 -2.1534 -2.5935
C -0.7910 2.3667 0.4023
H -1.1272 3.2081 2.3658
C -0.4222 3.3094 1.5356
H 0.8966 -2.6119 1.3555
H -0.4595 4.3467 1.1899
```

As for the spin multiplicity: 1. Its total charge is +1. The calculation puts the relative energy (zero: lowest compared OMol25 entry of this formula, charge and spin) at 284.8 kJ/mol. As for the HOMO-LUMO gap: 5.8900 eV.

---

Entry 4:
One molecule with the formula C4H6F4. Source: OMol25; level of theory: the ωB97M-V functional and the def2-TZVPD basis.

Geometry as XYZ:
```
14
C4H6F4 (the ωB97M-V functional and the def2-TZVPD basis)
F 0.2306 2.0043 -1.1752
H -0.1382 0.0900 -2.1228
C -0.0679 -1.3418 0.1699
H -1.4858 1.0132 -1.1870
H 0.8648 1.5498 1.2847
F 0.4004 -0.2082 2.2182
F -0.5693 -1.9119 -1.1002
C 0.1432 0.6784 1.1580
H -0.9317 -1.5214 1.0312
C -0.3464 0.7747 -1.2379
F 1.7614 -0.1177 -0.4673
H -0.9425 0.9616 1.1000
H 0.6642 -1.9945 0.4905
C 0.4172 0.0235 -0.1620
```

The structure (SMILES) is FCC(F)(CF)CF. As for the spin multiplicity: 1. Its total charge is 0. The calculation puts the relative energy (zero: lowest compared OMol25 entry of this formula, charge and spin) at 124.4 kJ/mol. As for the HOMO-LUMO gap: 12.6052 eV.

---

Entry 5:
One molecule with the formula C3H5NO. Source: OMol25; level of theory: the ωB97M-V functional and the def2-TZVPD basis.

Geometry as XYZ:
```
10
C3H5NO (the ωB97M-V functional and the def2-TZVPD basis)
H -1.0275 -1.2003 -1.2142
O -0.5390 1.3423 -0.1981
C -0.3918 0.0955 0.4227
H -1.2582 -1.8041 0.3672
H 0.4053 1.8616 -0.1794
H -0.6692 0.0610 1.4707
H -2.4716 -0.5103 -0.1742
N 2.0593 -0.3902 -0.2039
C 0.9543 -0.2602 0.2263
C -1.4094 -0.9044 -0.1920
```

The structure (SMILES) is C[C@H](O)C#N. As for the spin multiplicity: 1. Its total charge is 0. The calculation puts the relative energy (zero: lowest compared OMol25 entry of this formula, charge and spin) at 135.7 kJ/mol. As for the HOMO-LUMO gap: 11.7148 eV.

---

Entry 6:
C34H21AsCl5NNdO2PS4 as an isolated structure. Source: OMol25; level of theory: the ωB97M-V functional and the def2-TZVPD basis.

Geometry as XYZ:
```
70
C34H21AsCl5NNdO2PS4 (the ωB97M-V functional and the def2-TZVPD basis)
C 2.8993 2.6801 -1.3011
H -4.5236 3.5320 -5.7759
C 1.8324 -2.4063 0.9010
C 2.3304 -4.0647 2.5601
H 1.8149 -2.1229 -0.1353
C 2.6720 1.4509 3.2367
C 2.0617 -3.7563 1.2345
H -3.3398 2.2040 -2.0153
C 3.8305 1.8836 -1.9364
C 0.2875 1.9250 3.3394
H 4.4469 2.2998 -2.7256
Cl -3.2924 -5.2677 -0.9771
H 3.7057 -0.8297 0.0717
C -3.8432 2.9976 -5.1524
C -3.0558 2.0936 -5.7830
H -0.3066 3.2015 4.8328
C -2.2659 1.1906 -5.0696
H 1.9466 3.8225 5.5546
C -0.6208 -0.2182 -3.3946
H 3.8263 2.4589 4.7606
C 0.5047 -0.9145 -2.6099
C 1.7796 3.1160 4.7963
C -0.6131 -0.4978 -4.7915
S -1.2843 2.8037 0.5225
H 0.1416 -1.1439 -5.1193
Cl -2.5352 -6.5987 1.9759
H -4.5106 3.7528 -3.2333
C 2.3852 -3.0320 3.5031
C 2.3434 0.8707 0.1816
H -0.7343 1.7061 3.0542
H 2.1337 -1.0166 3.9922
C 4.0685 0.5869 -1.4475
H 2.8144 3.7409 -1.6198
H -1.2519 0.2861 -6.7114
C 0.5359 2.8119 4.3490
C -2.4165 -4.3824 0.2833
C -3.9685 3.0317 -3.7628
C -1.5074 -2.7858 2.3249
C -1.6236 -4.1274 2.5458
H -3.1842 2.0036 -6.8712
S -4.4732 4.4657 0.8707
H 2.6327 -5.0604 2.8366
H 4.8819 -0.0045 -1.7896
As -3.5110 2.6396 1.1632
C -3.2252 2.1531 -3.0544
O 1.3531 -1.6222 -3.2001
C -2.0629 -3.0391 0.0965
C -2.0973 -4.9887 1.5830
O 0.3229 -0.7142 -1.3573
H 2.6014 -3.2147 4.5303
Cl -1.3785 -4.7076 4.1268
C 2.0832 -1.7508 3.2108
S -4.2209 0.8228 0.0649
H 3.5056 0.9059 2.7546
C -2.3377 1.2710 -3.6291
C -1.6203 -2.1911 1.0746
C -1.3462 0.3011 -5.6383
S -3.5735 1.7835 3.1469
Nd -1.5771 0.2944 -0.2007
C 2.1363 2.1356 -0.2744
C 1.8264 -1.4043 1.9068
H 1.9131 -4.5039 0.4863
H 1.3592 2.7460 0.2425
C 1.3672 1.2374 2.7952
Cl -1.3305 -1.7137 3.7264
P 1.1312 0.1953 1.3427
C 2.8996 2.3954 4.2427
Cl -2.6142 -2.4017 -1.4065
C 3.3573 0.0921 -0.4085
N -1.4861 0.5928 -2.8293
```

As for the spin multiplicity: 4. Its total charge is -2. The expectation value of S² is 3.75. The calculation puts the relative energy (zero: lowest compared OMol25 entry of this formula, charge and spin) at 147.9 kJ/mol. As for the HOMO-LUMO gap (spin up / spin down): 5.5699 / 5.5802 eV.

---

Entry 7:
One molecule with the formula C5H8O3S2. Source: OMol25; level of theory: the ωB97M-V functional and the def2-TZVPD basis.

Geometry as XYZ:
```
18
C5H8O3S2 (the ωB97M-V functional and the def2-TZVPD basis)
S 2.0115 -0.8376 -0.5898
H 0.0418 -3.0825 0.8347
H -2.1759 2.5222 -0.1802
H -0.6174 1.0355 1.6567
C 0.2599 1.7217 -0.0676
S 1.9559 1.2680 0.3034
H 0.7206 2.6341 -1.6989
H 0.9564 -1.7954 1.7562
O -0.0392 2.2029 -1.3438
C -0.8105 1.3752 0.6817
H -1.6653 -1.0486 -1.0573
O 2.9277 -1.6290 0.2771
C 0.3392 -1.2700 -0.3132
C 0.1009 -1.9525 1.0362
O -2.1101 1.7527 0.5405
H -0.3490 -0.3475 -2.0680
C -0.6049 -0.8481 -1.1291
H -0.9415 -1.7012 1.3615
```

As for the spin multiplicity: 1. Its total charge is 0. The calculation puts the relative energy (zero: lowest compared OMol25 entry of this formula, charge and spin) at 55.2 kJ/mol. As for the HOMO-LUMO gap: 8.2144 eV.